Entry 1:
{
  "formula": "C22H42Cl3N4O4SiTb",
  "method": "wB97M-V/def2-TZVPD",
  "s2": 12.69,
  "total_energy_ha": -3878.2694,
  "orbital_gap_ev": [8.33, 8.31],
  "multiplicity": 7,
  "total_charge": 0,
  "fmax_ev_per_a": 4.16,
  "de_lowest_kj_mol": 0.00,
  "species": ["C", "C", "H", "H", "H", "C", "C", "H", "H", "H", "H", "Tb", "Cl", "Cl", "H", "H", "C", "C", "N", "H", "C", "O", "H", "H", "H", "H", "H", "H", "C", "C", "N", "H", "C", "O", "H", "H", "H", "H", "O", "C", "C", "C", "H", "C", "H", "C", "H", "C", "C", "H", "H", "H", "Si", "Cl", "C", "C", "C", "H", "H", "H", "H", "H", "H", "H", "H", "H", "C", "N", "C", "N", "O", "H", "H", "H", "H", "H", "H"],
  "xyz": [[4.176, 1.957, -2.568], [2.707, 1.669, -2.702], [4.641, 2.455, -3.429], [4.672, 0.990, -2.433], [4.311, 2.523, -1.645], [2.249, 1.060, -3.773], [3.018, 0.941, -5.019], [1.270, 0.541, -3.795], [3.813, 0.150, -5.040], [3.504, 1.929, -5.099], [2.294, 0.798, -5.847], [-1.704, -1.165, 1.920], [-0.863, 1.439, 2.803], [0.136, -2.750, 3.092], [-3.209, -2.344, 6.924], [-1.673, -0.068, 7.815], [-2.359, -2.457, 6.259], [-1.021, -0.459, 7.015], [-1.812, -1.128, 5.992], [-2.680, -2.907, 5.324], [-2.093, -0.490, 4.876], [-2.758, -1.033, 3.942], [-0.501, 0.401, 6.547], [-1.600, 0.509, 4.714], [-1.577, -3.038, 6.733], [-0.295, -1.164, 7.449], [1.354, -2.529, -1.597], [0.254, -1.703, -3.762], [0.540, -3.254, -1.560], [-0.602, -2.354, -3.525], [-0.660, -2.618, -2.092], [0.400, -3.586, -0.534], [-1.725, -2.281, -1.341], [-1.823, -2.458, -0.100], [-1.514, -1.868, -3.875], [-2.535, -1.787, -1.906], [0.815, -4.081, -2.223], [-0.456, -3.306, -4.052], [2.328, 0.563, -0.570], [1.890, 1.683, -1.398], [-0.375, 0.827, -2.195], [0.370, 1.874, -1.660], [0.136, -0.110, -2.270], [-1.656, 1.015, -2.702], [2.156, 2.596, -0.843], [-0.286, 3.087, -1.421], [-2.156, 0.197, -3.187], [-2.292, 2.255, -2.593], [-1.598, 3.270, -1.903], [0.244, 3.892, -0.905], [-3.272, 2.426, -3.064], [-2.090, 4.247, -1.755], [3.221, -0.161, 0.517], [-0.187, -0.287, 0.356], [3.067, -2.031, 0.541], [2.767, 0.394, 2.276], [4.921, 0.400, 0.226], [2.350, -2.473, -0.154], [2.748, -2.363, 1.545], [4.042, -2.497, 0.327], [5.201, -0.031, -0.749], [5.602, 0.123, 1.028], [4.816, 1.495, 0.124], [2.291, 1.385, 2.316], [3.729, 0.418, 2.834], [2.069, -0.338, 2.735], [-5.298, -0.001, -0.808], [-4.623, 1.235, -0.475], [-3.600, 1.209, 0.409], [-3.027, 2.366, 0.775], [-3.216, 0.083, 0.859], [-4.547, -0.767, -1.071], [-5.973, 0.155, -1.655], [-5.895, -0.368, 0.048], [-4.987, 2.125, -0.804], [-2.209, 2.327, 1.382], [-3.352, 3.246, 0.390]]
}

***

Entry 2:
{
  "formula": "C22H42Cl4F14HfNO14P2S2",
  "method": "wB97M-V/def2-TZVPD",
  "s2": 0.75,
  "total_energy_ha": -6737.0276,
  "orbital_gap_ev": [4.98, 3.37],
  "multiplicity": 2,
  "total_charge": 2,
  "fmax_ev_per_a": 9.87,
  "species": ["Hf", "P", "F", "F", "F", "F", "F", "F", "P", "F", "F", "F", "F", "F", "F", "N", "S", "O", "O", "F", "S", "O", "O", "F", "Cl", "C", "C", "Cl", "H", "H", "H", "H", "Cl", "C", "C", "Cl", "H", "H", "H", "H", "C", "O", "C", "C", "O", "C", "H", "H", "H", "H", "H", "H", "H", "H", "H", "H", "C", "O", "C", "C", "O", "C", "H", "H", "H", "H", "H", "H", "H", "H", "H", "H", "C", "O", "C", "C", "O", "C", "H", "H", "H", "H", "H", "H", "H", "H", "H", "H", "C", "C", "C", "O", "C", "C", "C", "O", "O", "O", "H", "H", "H", "H"],
  "xyz": [[31.286, -17.563, 23.921], [32.399, -15.452, 26.132], [34.015, -15.498, 26.210], [32.438, -15.584, 24.516], [32.390, -17.074, 26.114], [30.908, -15.756, 25.751], [31.959, -15.377, 27.718], [32.295, -13.811, 26.060], [34.042, -18.089, 22.407], [33.029, -16.847, 22.212], [32.656, -18.926, 22.489], [34.141, -18.487, 20.823], [34.861, -19.377, 22.875], [35.324, -17.065, 22.421], [33.718, -17.812, 23.983], [30.401, -16.307, 22.310], [30.447, -16.052, 20.708], [31.528, -15.193, 20.217], [29.235, -16.317, 19.850], [31.195, -17.456, 20.620], [28.960, -15.216, 22.343], [27.680, -15.898, 22.126], [29.117, -13.811, 21.923], [29.003, -15.149, 23.977], [36.415, -21.806, 17.947], [37.097, -20.299, 17.173], [36.844, -19.102, 18.045], [37.993, -19.249, 19.450], [36.686, -20.323, 16.163], [38.169, -20.423, 17.022], [35.864, -19.077, 18.521], [36.923, -18.132, 17.555], [33.116, -16.896, 18.094], [34.459, -15.886, 18.726], [34.955, -14.955, 17.597], [35.834, -15.741, 16.392], [35.217, -16.536, 19.162], [34.003, -15.344, 19.555], [35.636, -14.258, 18.086], [34.181, -14.350, 17.124], [41.354, -17.696, 21.609], [40.608, -17.074, 22.694], [39.641, -16.146, 22.183], [38.390, -16.426, 23.073], [38.487, -15.927, 24.460], [37.398, -16.360, 25.188], [41.676, -17.021, 20.815], [40.554, -18.341, 21.244], [42.257, -18.260, 21.842], [39.382, -16.373, 21.149], [40.076, -15.148, 22.246], [38.110, -17.475, 22.979], [37.630, -15.804, 22.600], [37.493, -15.859, 26.152], [37.499, -17.430, 25.373], [36.419, -16.137, 24.762], [28.883, -19.353, 22.117], [30.132, -19.404, 22.874], [30.607, -20.748, 22.971], [31.326, -20.933, 24.324], [31.964, -19.702, 24.717], [33.010, -20.009, 25.619], [28.148, -20.052, 22.516], [28.879, -19.601, 21.056], [28.473, -18.349, 22.232], [31.336, -21.024, 22.209], [29.860, -21.543, 22.966], [32.005, -21.784, 24.275], [30.699, -21.252, 25.156], [33.361, -19.137, 26.172], [33.816, -20.566, 25.142], [32.641, -20.641, 26.427], [33.175, -20.517, 18.948], [31.967, -19.802, 19.297], [30.855, -20.014, 18.425], [30.180, -21.410, 18.676], [29.931, -21.676, 20.034], [29.199, -22.914, 20.232], [33.044, -21.513, 18.526], [33.931, -20.551, 19.733], [33.594, -19.959, 18.111], [31.202, -20.007, 17.392], [30.067, -19.274, 18.563], [30.896, -22.192, 18.423], [29.234, -21.488, 18.140], [29.248, -23.177, 21.288], [29.614, -23.803, 19.757], [28.177, -22.936, 19.853], [34.476, -22.676, 23.304], [33.640, -23.719, 23.108], [33.919, -25.100, 23.653], [33.212, -26.077, 23.433], [35.194, -25.147, 24.375], [36.079, -24.159, 24.458], [35.806, -22.835, 23.904], [36.613, -21.827, 23.892], [37.323, -24.362, 25.089], [32.448, -23.595, 22.454], [34.176, -21.728, 22.883], [35.445, -26.094, 24.830], [37.801, -23.544, 24.933], [31.891, -24.355, 22.268]]
}

***

Entry 3:
{
  "formula": "C22H42ClKN2O13Si",
  "method": "wB97M-V/def2-TZVPD",
  "total_energy_ha": -3300.4257,
  "orbital_gap_ev": 3.37,
  "total_charge": 0,
  "fmax_ev_per_a": 7.00,
  "species": ["C", "Si", "C", "C", "O", "C", "C", "C", "C", "C", "C", "C", "O", "C", "O", "C", "O", "C", "C", "N", "H", "H", "H", "H", "H", "H", "H", "H", "H", "H", "H", "H", "H", "H", "H", "H", "H", "H", "H", "H", "H", "H", "H", "H", "H", "H", "H", "H", "H", "H", "C", "C", "C", "O", "C", "O", "O", "H", "H", "H", "H", "H", "H", "C", "C", "C", "O", "C", "O", "O", "H", "H", "H", "H", "H", "H", "N", "O", "O", "O", "Cl", "K"],
  "xyz": [[5.879, 0.228, 2.412], [4.883, -0.424, 0.981], [4.001, 1.060, 0.192], [6.096, -1.085, -0.290], [3.709, -1.525, 1.505], [3.705, -2.829, 0.945], [3.048, -2.852, -0.414], [1.569, -2.470, -0.375], [0.834, -2.830, 0.926], [-0.704, -2.903, 0.827], [-1.221, -2.317, 2.138], [-0.878, -0.850, 1.964], [-0.242, -0.155, 3.025], [0.986, 0.193, 2.513], [1.204, 1.128, 1.839], [0.864, -3.226, -1.514], [1.645, -2.984, -2.694], [1.455, -1.651, -3.112], [1.639, -0.569, -2.037], [1.318, -1.017, -0.652], [6.576, 0.985, 2.068], [5.250, 0.673, 3.176], [6.484, -0.548, 2.877], [4.412, 1.982, 0.576], [4.135, 0.979, -0.886], [2.932, 1.030, 0.404], [5.676, -1.347, -1.255], [6.806, -0.283, -0.476], [6.675, -1.893, 0.149], [3.163, -3.460, 1.640], [4.688, -3.289, 0.875], [3.109, -3.860, -0.814], [3.548, -2.228, -1.148], [1.195, -3.789, 1.275], [1.151, -2.111, 1.671], [-0.999, -3.938, 0.717], [-1.118, -2.285, 0.034], [-2.290, -2.428, 2.284], [-0.772, -2.779, 3.009], [-0.159, -0.861, 1.147], [-1.739, -0.297, 1.602], [1.807, -0.519, 2.693], [0.773, -4.278, -1.297], [-0.105, -2.775, -1.732], [2.237, -1.467, -3.872], [0.494, -1.555, -3.659], [0.936, 0.232, -2.266], [2.605, -0.091, -2.065], [0.371, -0.726, -0.405], [1.925, -0.483, -0.013], [-1.159, 4.910, 0.369], [-2.228, 3.887, 0.079], [-1.865, 2.536, 0.570], [-2.665, 1.679, -0.274], [-2.837, 2.341, -1.450], [-3.295, 1.837, -2.429], [-2.411, 3.609, -1.350], [-1.461, 5.895, 0.011], [-0.970, 4.977, 1.441], [-0.228, 4.663, -0.136], [-3.195, 4.230, 0.469], [-2.109, 2.369, 1.618], [-0.809, 2.323, 0.402], [-5.595, 0.415, -1.150], [-6.838, -0.140, -0.499], [-7.908, -0.575, -1.466], [-9.088, -0.481, -0.655], [-8.856, 0.500, 0.261], [-9.686, 0.975, 0.956], [-7.545, 0.855, 0.264], [-4.856, 0.687, -0.400], [-5.149, -0.321, -1.818], [-5.815, 1.318, -1.716], [-6.570, -0.953, 0.186], [-7.764, -1.589, -1.832], [-8.018, 0.105, -2.314], [2.517, 5.126, 1.007], [1.931, 5.307, -0.080], [1.874, 5.191, 2.082], [3.742, 4.865, 1.027], [-0.458, 3.091, -2.707], [-0.243, -1.146, -4.961]]
}